# 1
28
Properties=species:S:1:pos:R:3:nbo_charge:R:1 method="wB97M-V/def2-TZVPD" smiles="C[C@@H](O)[C@H](NC(=O)[C@@H](N)CO)C(=O)O" e_lumo_ha=0.017 homo_lumo_gap_ev=10.365 e_homo_ev=-9.91
C 3.523 0.808 -0.834 -0.647
C 2.349 0.811 0.144 0.101
O 1.670 2.095 0.192 -0.720
C 1.350 -0.304 -0.239 -0.191
N 0.092 -0.076 0.476 -0.673
C -1.118 -0.711 0.088 0.685
O -1.140 -1.646 -0.706 -0.612
C -2.321 -0.071 0.682 -0.189
N -2.230 1.399 0.470 -0.843
C -3.601 -0.650 0.100 -0.061
O -3.718 -0.434 -1.251 -0.720
C 1.907 -1.690 0.127 0.787
O 2.661 -2.279 -0.606 -0.570
O 1.593 -2.151 1.343 -0.665
H 4.079 -0.138 -0.785 0.248
H 4.229 1.632 -0.722 0.225
H 3.179 0.903 -1.836 0.205
H 2.683 0.700 1.181 0.193
H 1.578 2.427 -0.707 0.469
H 1.190 -0.362 -1.303 0.227
H -0.060 0.855 0.820 0.446
H -2.299 -0.274 1.787 0.223
H -2.810 1.900 1.076 0.367
H -2.544 1.603 -0.511 0.378
H -3.662 -1.699 0.372 0.174
H -4.459 -0.146 0.625 0.177
H -2.986 -0.917 -1.684 0.490
H 0.863 -1.583 1.699 0.498

# 2
24
Properties=species:S:1:pos:R:3:nbo_charge:R:1 method="wB97M-V/def2-TZVPD" e_lumo_ha="-0.195 / -0.184" homo_lumo_gap_ev="7.303 / 7.507" total_charge=+1 e_homo_ev="-12.61 / -12.51"
C -1.266 0.427 2.336 0.342
C 0.976 -0.716 -1.661 -0.406
C -0.489 -0.838 -1.930 -0.400
C 1.113 0.690 -0.940 -0.388
C -1.152 -0.937 -0.556 -0.427
C 0.265 0.853 0.350 -0.090
C -1.211 0.486 0.026 -0.051
N 0.646 -0.076 1.419 -0.720
N -1.965 0.609 1.277 -0.489
P 1.930 0.267 2.311 0.697
H -1.344 0.031 3.377 0.252
H 1.437 -1.516 -1.070 0.221
H 1.542 -0.575 -2.590 0.232
H -0.890 0.139 -2.389 0.201
H -0.811 -1.697 -2.550 0.241
H 2.101 0.768 -0.658 0.217
H 0.756 1.476 -1.584 0.225
H -2.149 -1.380 -0.657 0.230
H -0.527 -1.341 0.279 0.246
H 0.429 1.863 0.647 0.213
H -1.662 1.192 -0.574 0.218
H -3.022 0.429 1.223 0.452
H 2.777 0.762 1.284 -0.013
H 2.516 -0.915 2.630 -0.005

# 3
24
Properties=species:S:1:pos:R:3:nbo_charge:R:1 method="wB97M-V/def2-TZVPD" smiles="CC(C)N1C[C@@H](C)C(S)=N1" e_lumo_ha=0.030 homo_lumo_gap_ev=8.211 e_homo_ev=-7.40
C -2.509 -0.558 -1.179 -0.609
C -1.614 -0.751 0.044 -0.029
C -0.941 -2.129 0.004 -0.626
N -0.645 0.322 0.132 -0.289
C -0.008 0.592 1.513 -0.233
C 1.313 1.324 0.718 -0.201
C 2.624 0.672 1.107 -0.626
C 1.132 1.226 -1.017 -0.015
S 2.150 1.896 -2.207 0.075
N 0.000 0.597 -1.056 -0.271
H -3.334 -1.266 -1.157 0.202
H -2.909 0.452 -1.193 0.215
H -1.930 -0.712 -2.084 0.221
H -2.225 -0.676 0.953 0.188
H -0.346 -2.296 0.899 0.199
H -0.289 -2.190 -0.866 0.213
H -1.691 -2.916 -0.061 0.209
H 0.284 -0.311 2.029 0.192
H -0.606 1.295 2.071 0.207
H 1.312 2.385 0.969 0.203
H 2.634 -0.373 0.799 0.208
H 2.779 0.718 2.183 0.207
H 3.455 1.179 0.618 0.212
H 1.363 1.522 -3.218 0.148